Record 1
A cluster of 2 separate species, C5H15N3O in total, computed with ωB97M-V/def2-TZVPD.

XYZ file:
```
24
C5H15N3O ωB97M-V/def2-TZVPD
C 1.71 -0.50 -1.11
C -0.09 2.11 1.68
C 1.92 -1.81 -0.35
N -0.10 1.20 0.57
H 1.14 0.25 -0.46
H 2.67 -0.02 -1.29
H 1.25 -0.70 -2.08
H 0.24 1.65 2.62
H 0.59 2.91 1.43
H -1.09 2.55 1.86
H 2.36 -1.62 0.63
H 2.58 -2.48 -0.89
H 0.97 -2.33 -0.21
C -1.54 0.62 -1.75
N -1.06 0.28 0.68
C -1.31 -0.39 -0.68
N -0.89 -0.82 1.78
O -1.47 -1.57 -0.73
H -1.99 0.66 0.99
H 0.11 -0.87 1.94
H -1.16 -1.70 1.34
H -0.78 1.39 -1.66
H -2.52 1.08 -1.61
H -1.51 0.13 -2.72
```

For the LUMO energy, the calculation gives 0.5 eV. The calculation puts the HOMO-LUMO gap at 8.2214 eV.

---

Record 2
A cluster of 2 separate species, C4H11N4 in total, computed with ωB97M-V/def2-TZVPD.

XYZ file:
```
19
C4H11N4 ωB97M-V/def2-TZVPD
C -0.79 -0.30 -0.48
C 4.21 -0.73 0.52
C -0.26 2.05 -0.34
C -3.07 -1.28 -0.27
N 2.62 -0.13 -1.28
N 3.34 -0.41 -0.47
N -1.19 0.95 -0.43
N -1.63 -1.31 -0.45
H 4.41 -1.81 0.52
H 3.79 -0.45 1.49
H 5.16 -0.20 0.37
H 0.59 1.75 0.27
H 0.10 2.35 -1.32
H -0.74 2.90 0.13
H -3.35 -0.48 0.42
H -3.40 -2.22 0.16
H -3.59 -1.13 -1.22
H -2.17 1.21 -0.53
H -1.24 -2.23 -0.60
```

As for the expectation value of S²: 2.007. The spin multiplicity is 3. For the LUMO energy (spin up / spin down), the calculation gives -3.3 / -6.7 eV. The charge is +1. The calculation puts the HOMO-LUMO gap (spin up / spin down) at 5.1550 / 8.2657 eV.

---

Record 3
A cluster of 2 separate species, C2H10N4 in total, computed with ωB97M-V/def2-TZVPD.

XYZ file:
```
16
C2H10N4 ωB97M-V/def2-TZVPD
N -3.55 1.54 -4.47
C -3.67 0.20 -3.75
N -4.24 0.36 -2.47
H -4.31 1.54 -5.13
H -3.97 2.03 -3.74
H -3.94 -0.55 -4.51
H -2.65 -0.08 -3.55
H -3.47 0.69 -1.96
H -5.01 -0.20 -2.28
N 5.25 -1.59 5.24
C 4.87 -0.48 4.60
N 5.70 -0.05 3.75
H 4.40 -2.01 5.73
H 5.43 -2.11 4.40
H 3.93 0.02 4.94
H 5.24 0.70 3.20
```

Its structure (SMILES) is [H]/N=C/N.NCN. For the LUMO energy, the calculation gives 0.9 eV. The calculation puts the HOMO-LUMO gap at 10.2179 eV.

---

Record 4
The molecule C4H6OS, computed with ωB97M-V/def2-TZVPD.

XYZ file:
```
12
C4H6OS ωB97M-V/def2-TZVPD
C -0.79 1.93 0.12
C -0.47 0.50 -0.30
C 0.58 -0.25 0.41
C -1.77 -0.41 -0.11
H 0.22 2.44 0.05
H -1.16 2.01 1.18
H -1.51 2.40 -0.56
H -0.30 0.61 -1.34
H 0.25 -0.66 1.38
H -2.76 0.07 0.07
O -1.76 -1.61 -0.01
S 2.12 -0.28 -0.09
```

Its structure (SMILES) is C[C@H](C=O)C=S. For the LUMO energy, the calculation gives -0.4 eV. The calculation puts the HOMO-LUMO gap at 8.4873 eV.

---

Listing energy above the lowest of the compared OMol25 structures with the same formula, charge and spin for the structures above in their given order: 105.6; 17.3; 56.3; 39.4 kcal/mol.
Listing molecular weight for the structures above in their given order: 133.19; 115.16; 90.13; 102.16 g/mol.